Entry 1:
Density functional theory data (ωB97M-V/def2-TZVPD) for a molecular structure, C24H76Ag2O36P at a distorted geometry.

The geometry in ORCA input format:
```
! RIJCOSX wB97M-V def2-TZVPD def2/J DEFGRID3
* xyz -1 3
Ag -0.10 -0.01 0.70
Ag 4.04 0.95 0.61
C 5.43 -1.70 -1.73
C 4.60 -0.82 -2.37
C 4.92 -0.24 -3.74
O 4.15 0.58 -4.41
C 6.03 -0.63 -4.47
C 6.94 -1.52 -3.82
C 6.69 -2.02 -2.35
O 7.51 -2.77 -1.78
O 7.93 -1.92 -4.41
O 3.73 -0.31 -1.59
H 5.39 -2.10 -0.73
H 6.23 -0.23 -5.46
P 1.55 2.14 1.07
O 0.05 2.28 0.70
O 1.97 3.05 2.22
O 2.56 2.28 -0.08
O 1.80 0.68 1.45
O -2.01 0.83 -0.60
H -2.08 0.92 -1.55
H -2.31 1.67 -0.26
O -4.32 -1.45 0.67
H -4.91 -2.03 0.19
H -4.78 -1.25 1.48
O -0.62 -1.63 -3.36
H -1.52 -1.96 -3.30
H -0.29 -1.99 -4.18
O 2.47 2.62 -2.84
H 2.32 2.52 -1.90
H 3.19 2.01 -3.03
O 0.65 -1.99 1.58
H -0.03 -2.52 1.99
H 1.37 -2.61 1.43
O -1.81 -1.70 0.37
H -2.73 -1.45 0.47
H -1.67 -2.36 1.05
O 1.16 -3.24 5.13
H 0.33 -3.64 4.86
H 1.36 -2.62 4.43
O 1.75 1.60 4.39
H 1.96 2.09 3.59
H 2.06 0.72 4.21
O -1.40 -3.14 2.63
H -1.00 -3.91 3.05
H -1.88 -2.71 3.33
O 0.71 -0.59 -1.22
H 1.58 -0.27 -1.46
H 0.37 -0.99 -2.02
C -1.01 3.57 -4.13
C -0.85 2.44 -3.19
O -1.80 1.46 -3.48
O -0.39 3.37 -5.46
H -0.49 4.40 -3.66
H -2.04 3.84 -4.35
H -0.91 2.80 -2.16
H 0.07 1.86 -3.23
H -1.53 1.05 -4.30
H 0.56 3.28 -5.34
C 2.78 -4.28 -0.28
C 4.24 -4.60 -0.03
O 4.37 -5.96 0.34
O 2.07 -4.21 0.95
H 2.28 -4.99 -0.94
H 2.72 -3.28 -0.72
H 4.75 -4.01 0.73
H 4.76 -4.47 -0.99
H 4.59 -5.87 1.27
H 1.92 -5.07 1.33
C -1.58 2.34 3.97
C -2.00 0.98 3.42
O -0.94 0.16 2.92
O -0.87 2.09 5.17
H -2.41 3.04 4.07
H -0.92 2.72 3.19
H -2.68 1.19 2.59
H -2.47 0.34 4.17
H -0.29 0.11 3.61
H 0.05 1.97 4.91
C -2.32 4.74 -0.01
C -1.11 5.53 0.48
O 0.08 4.94 0.04
O -2.25 3.33 0.37
H -2.30 4.74 -1.10
H -3.31 5.15 0.18
H -1.21 5.44 1.56
H -1.25 6.60 0.38
H 0.13 4.06 0.42
H -1.36 2.98 0.43
C 3.95 -2.12 2.59
C 3.48 -1.25 3.80
O 2.04 -1.00 3.69
O 3.86 -1.48 1.25
H 3.35 -3.04 2.65
H 5.00 -2.41 2.69
H 4.03 -0.31 3.86
H 3.58 -1.82 4.72
H 1.87 -0.51 2.88
H 4.12 -2.12 0.58
C -5.50 -2.97 -2.49
C -4.19 -2.82 -3.11
O -3.34 -1.98 -2.33
O -5.43 -3.35 -1.11
H -6.06 -3.77 -2.96
H -6.07 -2.04 -2.47
H -4.18 -2.45 -4.14
H -3.63 -3.73 -3.30
H -3.50 -2.11 -1.39
H -4.80 -4.07 -1.11
C 1.39 5.71 3.86
C 2.17 6.47 2.76
O 3.04 5.59 2.19
O 0.54 4.63 3.48
H 0.73 6.42 4.38
H 2.11 5.31 4.57
H 2.60 7.41 3.12
H 1.46 6.89 2.04
H 2.59 4.75 2.05
H 1.10 4.08 2.92
C -4.95 3.33 -2.22
C -5.18 1.91 -1.61
O -6.39 1.95 -0.82
O -6.13 3.61 -3.01
H -4.05 3.37 -2.83
H -4.93 4.11 -1.45
H -4.29 1.58 -1.07
H -5.27 1.21 -2.44
H -7.05 2.17 -1.49
H -6.17 2.94 -3.69
C -2.55 -5.09 -0.08
C -1.19 -4.60 -0.67
O -0.60 -5.69 -1.36
O -3.59 -5.48 -1.01
H -2.99 -4.24 0.44
H -2.30 -5.91 0.59
H -0.51 -4.26 0.11
H -1.34 -3.78 -1.38
H -0.08 -5.33 -2.08
H -3.22 -6.11 -1.64
*
```

The calculation puts the frontier orbital gap (alpha / beta) at 7.02 / 5.59 eV.

=====

Entry 2:
Density functional theory data (ωB97M-V/def2-TZVPD) for 4 unconnected molecules or ions with the total composition C2H13NO4 at a distorted geometry.

The geometry in ORCA input format:
```
! RIJCOSX wB97M-V def2-TZVPD def2/J DEFGRID3
* xyz 0 1
C -2.01 0.97 -1.10
O -1.34 2.02 -0.35
C -1.91 -0.34 -0.42
N -0.55 -0.93 -0.59
H -1.79 0.97 -2.17
H -3.09 1.20 -1.08
H -2.05 2.67 -0.27
H -2.61 -1.12 -0.75
H -2.14 -0.24 0.64
H -0.05 -0.46 0.17
H -0.53 -1.89 -0.26
H 0.04 1.32 1.18
H 0.32 0.51 2.57
O 0.55 0.66 1.65
H 4.05 -0.09 0.97
H 2.47 0.35 1.42
O 3.17 -0.27 1.29
H 2.58 -1.26 -0.37
H 2.24 -1.96 -1.70
O 2.65 -2.11 -0.84
*
```

The calculation puts the frontier orbital gap at 10.01 eV.

=====

Entry 3:
Density functional theory data (ωB97M-V/def2-TZVPD) for a molecular structure, C26H20CrN2O5P.

The geometry in ORCA input format:
```
! RIJCOSX wB97M-V def2-TZVPD def2/J DEFGRID3
* xyz 2 4
Cr 0.09 0.30 -0.25
O -3.24 1.58 1.84
C -2.28 0.99 1.18
O -1.31 1.58 0.70
C -2.42 -0.49 1.01
C -3.42 -1.34 1.39
C -3.27 -2.70 1.04
C -2.16 -3.14 0.33
C -1.19 -2.20 -0.01
N -1.35 -0.94 0.35
C 0.10 -2.42 -0.80
O 0.45 -3.50 -1.16
O 0.74 -1.27 -1.04
H -3.08 2.54 1.89
H -4.29 -0.99 1.92
H -4.04 -3.40 1.32
H -2.03 -4.17 0.04
O -0.04 1.44 -2.24
N 1.02 1.80 -1.33
C 2.12 1.24 -1.71
C 3.29 1.25 -0.81
C 4.48 1.63 -1.42
C 5.62 1.83 -0.65
C 5.56 1.64 0.72
C 4.38 1.22 1.33
C 3.24 1.01 0.57
P 1.81 0.24 1.39
C 2.18 -1.48 1.74
C 1.22 -2.23 2.43
C 1.41 -3.59 2.61
C 2.55 -4.21 2.09
C 3.49 -3.47 1.40
C 3.31 -2.10 1.22
C 1.50 1.14 2.91
C 1.06 2.47 2.80
C 0.86 3.22 3.95
C 1.09 2.65 5.20
C 1.53 1.34 5.30
C 1.74 0.58 4.16
H -0.60 2.22 -2.28
H 2.18 0.78 -2.70
H 4.52 1.78 -2.49
H 6.54 2.14 -1.12
H 6.45 1.80 1.32
H 4.37 1.03 2.39
H 0.34 -1.76 2.85
H 0.68 -4.17 3.16
H 2.69 -5.27 2.23
H 4.37 -3.95 1.00
H 4.05 -1.54 0.66
H 0.90 2.93 1.84
H 0.53 4.24 3.87
H 0.93 3.24 6.09
H 1.72 0.90 6.28
H 2.11 -0.43 4.25
*
```

The calculation puts the frontier orbital gap (alpha / beta) at 7.39 / 7.41 eV.